{"formula": "C26H28N6O6", "method": "ωB97M-V/def2-TZVPD", "species": ["C", "O", "C", "C", "N", "C", "N", "C", "N", "C", "C", "C", "C", "C", "C", "C", "C", "O", "C", "N", "C", "O", "N", "C", "C", "C", "C", "C", "C", "C", "C", "C", "O", "C", "O", "N", "C", "O", "H", "H", "H", "H", "H", "H", "H", "H", "H", "H", "H", "H", "H", "H", "H", "H", "H", "H", "H", "H", "H", "H", "H", "H", "H", "H", "H", "H"], "xyz": [[0.70, 2.81, -2.76], [-0.17, 2.51, -1.69], [-0.22, 3.52, -0.71], [-1.30, 3.20, 0.32], [-1.01, 2.02, 1.13], [-1.46, 0.77, 0.75], [-2.00, 0.64, -0.48], [-1.40, -0.27, 1.66], [-1.97, -1.53, 1.34], [-3.43, -1.63, 1.40], [-4.10, -1.35, 0.09], [-3.74, -2.09, -1.04], [-4.35, -1.84, -2.26], [-5.33, -0.87, -2.36], [-5.70, -0.14, -1.24], [-5.09, -0.38, -0.03], [-1.27, -2.70, 1.29], [-1.82, -3.77, 1.14], [0.24, -2.66, 1.48], [0.95, -1.61, 0.78], [0.61, -1.14, -0.49], [-0.33, -1.51, -1.16], [1.51, -0.17, -0.79], [2.56, -0.05, 0.18], [2.74, 1.39, 0.67], [3.89, -0.62, -0.31], [4.95, -0.72, 0.58], [6.17, -1.23, 0.16], [6.33, -1.66, -1.15], [5.27, -1.57, -2.03], [4.05, -1.07, -1.61], [2.04, -0.98, 1.29], [2.52, -1.13, 2.38], [-0.82, -0.10, 2.96], [-0.75, -0.93, 3.84], [-0.27, 1.17, 3.16], [-0.37, 2.25, 2.34], [0.07, 3.35, 2.62], [1.74, 2.92, -2.40], [0.64, 1.99, -3.46], [0.41, 3.74, -3.26], [0.75, 3.62, -0.21], [-0.47, 4.49, -1.18], [-2.27, 3.06, -0.17], [-1.35, 4.04, 1.02], [-1.66, 1.28, -1.19], [-2.12, -0.31, -0.80], [-3.66, -2.65, 1.71], [-3.79, -0.93, 2.17], [-2.98, -2.85, -0.96], [-4.06, -2.41, -3.13], [-5.81, -0.68, -3.31], [-6.47, 0.61, -1.32], [-5.38, 0.18, 0.85], [0.45, -2.53, 2.55], [0.61, -3.63, 1.16], [1.46, 0.36, -1.64], [1.78, 1.81, 0.94], [3.37, 1.39, 1.56], [3.20, 1.99, -0.10], [4.82, -0.42, 1.61], [6.99, -1.30, 0.86], [7.28, -2.05, -1.47], [5.38, -1.91, -3.05], [3.23, -1.03, -2.31], [0.19, 1.33, 4.05]], "orbital_gap_ev": 8.71, "e_lumo_ev": 0.35, "mol_weight_g_mol": 520.55, "energy_ha": -1787.70139, "de_lowest_ev": 0.0000, "total_charge": 0, "smiles": "COCCn1c(N)c(N(Cc2ccccc2)C(=O)CN2C(=O)N[C@](C)(c3ccccc3)C2=O)c(=O)[nH]c1=O"}

{"formula": "C26H29BF6N2O19", "method": "ωB97M-V/def2-TZVPD", "species": ["C", "C", "C", "C", "N", "C", "C", "N", "B", "O", "C", "C", "H", "H", "H", "H", "H", "H", "H", "H", "H", "H", "H", "O", "C", "O", "C", "C", "F", "O", "H", "H", "H", "O", "C", "O", "C", "C", "F", "O", "H", "H", "H", "O", "C", "O", "C", "C", "F", "O", "H", "H", "H", "O", "C", "O", "C", "C", "F", "O", "H", "H", "H", "O", "C", "O", "C", "C", "F", "O", "H", "H", "H", "O", "C", "O", "C", "C", "F", "O", "H", "H", "H"], "xyz": [[5.32, 3.51, 2.67], [5.21, 4.20, 1.53], [4.02, 5.07, 1.15], [3.87, 6.18, 2.15], [3.69, 7.14, 2.75], [2.65, 4.33, 1.11], [2.77, 2.86, 0.97], [2.78, 1.72, 1.13], [1.69, 4.81, -0.11], [2.19, 5.65, -1.12], [0.18, 4.32, -0.25], [-0.62, 4.29, 1.08], [6.04, 2.69, 2.69], [4.72, 3.69, 3.55], [6.05, 4.16, 0.84], [4.25, 5.53, 0.19], [2.10, 4.59, 2.02], [2.58, 5.08, -1.79], [0.14, 3.36, -0.79], [-0.30, 5.05, -0.91], [-1.25, 5.18, 1.16], [-1.32, 3.45, 1.09], [-0.01, 4.19, 1.98], [-3.68, -0.02, 1.60], [-2.53, 0.05, 1.28], [-1.66, 0.97, 1.75], [-0.36, 0.63, 1.24], [-0.71, -0.17, 0.01], [0.21, -1.14, -0.23], [-1.94, -0.78, 0.39], [0.18, 0.05, 1.98], [0.21, 1.52, 1.00], [-0.86, 0.43, -0.89], [-5.63, -3.64, -3.51], [-5.27, -3.44, -2.40], [-5.78, -2.48, -1.60], [-5.19, -2.64, -0.30], [-3.92, -3.38, -0.63], [-3.56, -4.22, 0.37], [-4.29, -4.14, -1.77], [-5.86, -3.23, 0.34], [-5.01, -1.68, 0.18], [-3.08, -2.73, -0.88], [3.93, -3.94, 3.94], [4.12, -2.86, 3.49], [3.67, -2.45, 2.28], [3.98, -1.06, 2.16], [5.13, -0.91, 3.12], [5.15, 0.32, 3.70], [4.83, -1.88, 4.11], [3.12, -0.46, 2.45], [4.25, -0.81, 1.13], [6.11, -1.12, 2.69], [-0.01, 1.43, -2.80], [-0.73, 0.97, -3.62], [-1.99, 0.53, -3.36], [-2.59, 0.18, -4.62], [-1.38, -0.07, -5.48], [-1.61, 0.27, -6.77], [-0.42, 0.82, -4.93], [-3.19, 1.02, -4.98], [-3.23, -0.69, -4.51], [-1.00, -1.09, -5.44], [-8.35, 2.99, -2.55], [-8.52, 1.88, -2.19], [-9.09, 0.91, -2.94], [-8.98, -0.32, -2.22], [-8.83, 0.16, -0.80], [-8.05, -0.67, -0.07], [-8.16, 1.40, -0.97], [-8.10, -0.87, -2.56], [-9.86, -0.94, -2.36], [-9.77, 0.33, -0.27], [6.56, -3.89, 0.51], [6.40, -5.01, 0.85], [5.81, -5.97, 0.10], [5.94, -7.21, 0.81], [6.12, -6.74, 2.23], [6.91, -7.58, 2.93], [6.79, -5.50, 2.06], [6.81, -7.75, 0.44], [5.05, -7.82, 0.67], [5.19, -6.58, 2.78]], "orbital_gap_ev": 10.39, "e_lumo_ev": -0.02, "mol_weight_g_mol": 798.31, "energy_ha": -3171.33325, "total_charge": 0, "smiles": "C=C[C@H](C#N)[C@H](C#N)B(O)CC.O=C1OC[C@@H](F)O1.O=C1OC[C@@H](F)O1.O=C1OC[C@@H](F)O1.O=C1OC[C@@H](F)O1.O=C1OC[C@@H](F)O1.O=C1OC[C@@H](F)O1"}

{"formula": "C26H29Br28ClIN3O", "method": "ωB97M-V/def2-TZVPD", "species": ["C", "C", "C", "Br", "C", "C", "Cl", "C", "C", "N", "C", "O", "C", "N", "C", "C", "C", "N", "C", "C", "C", "C", "C", "I", "H", "H", "H", "H", "H", "H", "H", "H", "H", "H", "H", "H", "H", "H", "H", "H", "H", "H", "H", "H", "C", "Br", "Br", "Br", "H", "C", "Br", "Br", "Br", "H", "C", "Br", "Br", "Br", "H", "C", "Br", "Br", "Br", "H", "C", "Br", "Br", "Br", "H", "C", "Br", "Br", "Br", "H", "C", "Br", "Br", "Br", "H", "C", "Br", "Br", "Br", "H", "C", "Br", "Br", "Br", "H"], "xyz": [[0.31, 3.43, 2.88], [-0.90, 2.45, 3.14], [-1.30, 1.56, 1.90], [-2.40, -0.01, 2.50], [-0.11, 0.97, 1.10], [1.09, 0.31, 1.72], [1.22, 0.13, 3.50], [2.17, -0.24, 0.91], [2.15, -0.20, -0.59], [3.23, -0.77, -1.25], [3.02, -0.68, -2.58], [4.00, -1.25, -3.40], [1.85, -0.06, -3.27], [1.82, -0.09, -4.72], [1.47, -1.29, -5.08], [2.21, -2.10, -6.20], [0.27, -2.06, -4.37], [0.83, 0.52, -2.59], [0.98, 0.44, -1.21], [-0.12, 1.02, -0.37], [-1.33, 1.70, -1.14], [-2.67, 0.87, -1.01], [-3.69, 1.47, -2.06], [-5.69, 0.83, -1.55], [-0.07, 4.48, 3.05], [0.78, 3.35, 1.87], [1.06, 3.25, 3.71], [-1.81, 3.09, 3.38], [-0.75, 1.80, 4.04], [-2.01, 2.17, 1.28], [3.05, -0.76, 1.41], [4.81, -0.70, -3.40], [2.50, -1.48, -7.09], [1.56, -2.96, -6.54], [3.09, -2.58, -5.68], [-0.06, -2.92, -5.02], [0.67, -2.54, -3.42], [-0.56, -1.37, -4.09], [-1.06, 1.99, -2.18], [-1.51, 2.67, -0.58], [-3.16, 1.01, 0.00], [-2.53, -0.24, -1.12], [-3.35, 1.13, -3.07], [-3.66, 2.59, -1.94], [-5.72, 5.42, -1.57], [-5.73, 4.76, -3.39], [-6.87, 4.38, -0.41], [-3.92, 5.55, -0.86], [-6.13, 6.43, -1.59], [5.15, 0.13, 4.09], [5.34, -1.67, 4.77], [6.03, 1.42, 5.23], [5.74, 0.28, 2.26], [4.09, 0.37, 4.10], [-7.91, 5.61, 3.83], [-6.21, 4.84, 3.32], [-8.20, 7.32, 2.96], [-9.37, 4.38, 3.53], [-7.87, 5.80, 4.90], [4.43, -5.80, -4.10], [3.49, -4.35, -3.23], [3.21, -7.05, -4.93], [5.75, -5.15, -5.35], [4.96, -6.34, -3.33], [3.06, -10.70, -6.25], [2.44, -11.77, -4.77], [4.99, -10.72, -6.39], [2.23, -11.21, -7.92], [2.77, -9.67, -6.05], [4.13, -0.61, 8.81], [2.75, 0.09, 7.64], [5.73, 0.48, 8.77], [3.49, -0.89, 10.61], [4.41, -1.59, 8.41], [2.97, 6.46, 1.49], [1.86, 7.09, 2.95], [4.05, 4.95, 2.01], [1.92, 6.08, -0.09], [3.65, 7.27, 1.24], [-0.20, -4.04, 1.18], [0.79, -2.37, 1.29], [0.96, -5.58, 1.36], [-1.67, -4.09, 2.44], [-0.63, -4.09, 0.18], [-7.12, -0.08, 2.28], [-6.14, 1.58, 2.40], [-5.96, -1.61, 2.47], [-8.59, -0.13, 3.54], [-7.55, -0.12, 1.29]], "orbital_gap_ev": 7.81, "e_lumo_ev": -0.89, "mol_weight_g_mol": 2799.21, "energy_ha": -74077.70084, "total_charge": 0}

{"formula": "C26H29Br2CrN9OS2", "method": "ωB97M-V/def2-TZVPD", "species": ["Cr", "C", "S", "C", "S", "N", "N", "C", "C", "C", "C", "C", "C", "N", "H", "H", "H", "H", "H", "H", "H", "H", "C", "C", "C", "C", "C", "C", "Br", "C", "C", "Br", "C", "O", "C", "N", "H", "H", "H", "H", "H", "H", "C", "C", "N", "H", "H", "H", "C", "N", "C", "N", "C", "N", "C", "N", "C", "C", "H", "H", "H", "H", "H", "H", "H", "H", "H", "H", "H", "H"], "xyz": [[-0.33, 0.54, -0.02], [-0.13, -1.55, 4.98], [-1.47, -0.40, 4.60], [-1.09, 0.07, 2.98], [0.26, -0.55, 2.12], [-1.91, 0.94, 2.45], [-1.72, 1.25, 1.18], [-2.47, 2.21, 0.69], [-2.34, 2.46, -0.70], [-3.07, 3.43, -1.39], [-2.89, 3.57, -2.75], [-2.00, 2.73, -3.40], [-1.30, 1.80, -2.65], [-1.45, 1.66, -1.34], [-0.14, -1.69, 6.06], [0.81, -1.12, 4.66], [-0.30, -2.50, 4.49], [-3.15, 2.74, 1.34], [-3.76, 4.06, -0.84], [-3.43, 4.32, -3.31], [-1.83, 2.79, -4.46], [-0.60, 1.12, -3.12], [3.13, -2.00, 0.78], [3.50, -0.56, 0.92], [4.80, -0.19, 1.30], [5.10, 1.13, 1.51], [4.09, 2.10, 1.37], [4.26, 3.49, 1.61], [5.92, 4.14, 2.27], [3.24, 4.38, 1.39], [2.01, 3.92, 0.93], [0.59, 5.12, 0.55], [1.74, 2.56, 0.70], [0.60, 2.16, 0.29], [2.82, 1.64, 0.94], [2.56, 0.34, 0.72], [4.01, -2.63, 0.78], [2.55, -2.17, -0.13], [2.50, -2.28, 1.62], [5.55, -0.95, 1.41], [6.10, 1.43, 1.79], [3.38, 5.43, 1.57], [2.89, 0.63, -3.09], [1.82, 0.31, -2.19], [0.96, 0.07, -1.46], [3.29, 1.61, -2.83], [2.52, 0.65, -4.11], [3.68, -0.11, -3.01], [-2.58, -1.60, 0.50], [-3.29, -2.82, 0.22], [-3.88, -2.73, -1.11], [-2.84, -2.54, -2.12], [-2.11, -1.33, -1.83], [-1.48, -1.34, -0.48], [-0.60, -2.55, -0.45], [-1.31, -3.77, -0.73], [-2.37, -3.94, 0.26], [-1.92, -3.68, -2.06], [-2.14, -1.69, 1.50], [-3.28, -0.76, 0.48], [-4.57, -1.89, -1.15], [-4.42, -3.65, -1.33], [-2.81, -0.49, -1.88], [-1.33, -1.20, -2.58], [-0.14, -2.63, 0.54], [0.19, -2.42, -1.21], [-1.92, -4.00, 1.25], [-2.91, -4.86, 0.05], [-2.47, -4.60, -2.27], [-1.14, -3.55, -2.81]], "orbital_gap_ev": [5.59, 6.09], "spin_multiplicity": 2, "e_lumo_ev": [-4.23, -3.80], "mol_weight_g_mol": 759.52, "energy_ha": -8564.89150, "total_charge": 1, "s_squared": 0.779}

{"formula": "C26H29I2N4O3S2Se2Ti", "method": "ωB97M-V/def2-TZVPD", "species": ["Ti", "I", "C", "C", "C", "I", "C", "O", "C", "C", "N", "C", "C", "C", "C", "C", "C", "N", "C", "H", "H", "H", "H", "H", "H", "H", "H", "H", "H", "H", "O", "C", "C", "C", "O", "C", "Se", "C", "Se", "H", "H", "H", "H", "H", "H", "H", "H", "H", "H", "C", "C", "N", "C", "C", "S", "C", "C", "S", "C", "N", "C", "H", "H", "H", "H", "H", "H", "H", "H"], "xyz": [[-0.13, -0.12, 0.23], [-5.48, 4.52, -3.44], [-3.82, 3.48, -2.72], [-2.56, 4.05, -2.79], [-1.47, 3.36, -2.30], [0.41, 4.25, -2.41], [-1.56, 2.06, -1.72], [-0.54, 1.43, -1.28], [-2.87, 1.52, -1.68], [-3.06, 0.14, -1.12], [-2.46, -0.01, 0.22], [-2.91, 1.00, 1.19], [-1.83, 1.95, 1.67], [-2.20, 3.12, 2.32], [-1.22, 3.94, 2.86], [0.10, 3.55, 2.74], [0.39, 2.38, 2.07], [-0.55, 1.60, 1.53], [-3.97, 2.22, -2.16], [-2.42, 5.04, -3.21], [-2.60, -0.61, -1.76], [-4.14, -0.07, -1.08], [-2.71, -0.92, 0.58], [-3.27, 0.48, 2.08], [-3.73, 1.59, 0.78], [-3.25, 3.38, 2.39], [-1.50, 4.85, 3.36], [0.91, 4.15, 3.16], [1.41, 2.01, 1.96], [-4.95, 1.77, -2.10], [1.03, -3.85, 1.59], [1.76, -3.68, 2.79], [1.26, -2.57, 3.73], [1.82, -2.97, 5.11], [1.61, -2.00, 6.14], [1.81, -1.17, 3.39], [2.19, -0.79, 1.50], [-0.27, -2.59, 3.85], [-1.35, -1.58, 2.56], [1.05, -2.98, 1.15], [2.83, -3.49, 2.57], [1.69, -4.64, 3.31], [2.89, -3.17, 5.01], [1.33, -3.88, 5.46], [1.82, -1.14, 5.77], [2.77, -1.04, 3.90], [1.12, -0.41, 3.75], [-0.53, -2.18, 4.83], [-0.61, -3.62, 3.83], [2.85, 1.86, -0.69], [2.60, 0.68, -1.55], [1.63, -0.16, -1.40], [1.67, -1.17, -2.33], [2.71, -1.11, -3.20], [3.64, 0.29, -2.87], [0.61, -2.18, -2.29], [0.41, -3.15, -3.22], [-0.92, -4.11, -2.75], [-1.14, -3.15, -1.35], [-0.28, -2.17, -1.24], [-2.23, -3.45, -0.39], [1.88, 2.22, -0.33], [3.33, 2.66, -1.25], [3.45, 1.58, 0.17], [2.95, -1.79, -4.00], [0.97, -3.33, -4.12], [-2.43, -4.53, -0.35], [-3.16, -2.96, -0.69], [-1.95, -3.10, 0.61]], "orbital_gap_ev": [4.86, 5.99], "spin_multiplicity": 3, "e_lumo_ev": [2.10, 2.10], "mol_weight_g_mol": 969.27, "energy_ha": -8497.18865, "de_lowest_ev": 0.0000, "total_charge": -1, "s_squared": 2.006}

{"formula": "C26H29N3O3", "method": "ωB97M-V/def2-TZVPD", "species": ["C", "C", "C", "C", "C", "C", "C", "N", "C", "O", "C", "C", "C", "C", "O", "C", "C", "O", "N", "C", "C", "C", "C", "C", "C", "C", "C", "N", "C", "C", "C", "C", "H", "H", "H", "H", "H", "H", "H", "H", "H", "H", "H", "H", "H", "H", "H", "H", "H", "H", "H", "H", "H", "H", "H", "H", "H", "H", "H", "H", "H"], "xyz": [[3.09, -4.84, -1.19], [3.44, -3.37, -1.45], [4.49, -2.88, -0.46], [2.21, -2.51, -1.39], [1.45, -2.41, -0.23], [0.34, -1.60, -0.16], [-0.05, -0.87, -1.28], [-1.15, 0.03, -1.21], [-2.19, 0.01, -2.09], [-2.96, 0.95, -2.21], [-2.35, -1.24, -2.86], [-2.12, -2.55, -2.54], [-2.60, -3.31, -3.63], [-3.09, -2.40, -4.53], [-2.95, -1.16, -4.07], [-1.03, 1.19, -0.34], [-1.57, 0.92, 1.07], [-1.86, -0.18, 1.48], [-1.68, 2.05, 1.80], [-2.13, 2.07, 3.17], [-1.01, 2.57, 4.11], [-1.58, 3.78, 4.85], [-2.64, 4.33, 3.90], [-3.29, 3.06, 3.36], [0.40, 1.66, -0.32], [1.27, 1.33, 0.71], [2.60, 1.74, 0.61], [3.08, 2.42, -0.40], [2.25, 2.74, -1.38], [0.91, 2.39, -1.39], [0.69, -0.96, -2.45], [1.80, -1.78, -2.50], [2.70, -4.97, -0.18], [3.98, -5.46, -1.30], [2.34, -5.18, -1.89], [3.86, -3.30, -2.46], [4.14, -2.97, 0.56], [5.41, -3.46, -0.56], [4.73, -1.83, -0.65], [1.74, -2.97, 0.65], [-0.25, -1.53, 0.74], [-1.69, -2.93, -1.64], [-2.59, -4.37, -3.73], [-3.54, -2.52, -5.50], [-1.68, 1.96, -0.80], [-1.42, 2.93, 1.39], [-2.42, 1.04, 3.40], [-0.14, 2.87, 3.51], [-0.68, 1.79, 4.80], [-2.06, 3.46, 5.78], [-0.82, 4.51, 5.10], [-3.35, 4.98, 4.39], [-2.16, 4.88, 3.09], [-3.83, 3.21, 2.43], [-3.99, 2.66, 4.10], [0.93, 0.76, 1.56], [3.31, 1.49, 1.39], [2.68, 3.31, -2.20], [0.27, 2.67, -2.22], [0.39, -0.39, -3.32], [2.37, -1.84, -3.42]], "orbital_gap_ev": 9.11, "e_lumo_ev": 0.67, "mol_weight_g_mol": 431.54, "energy_ha": -1398.17133, "de_lowest_ev": 0.6617, "total_charge": 0, "smiles": "CC(C)c1ccc(N(C(=O)c2ccco2)[C@@H](C(=O)NC2CCCC2)c2ccncc2)cc1"}

{"formula": "C26H29N3O3", "method": "ωB97M-V/def2-TZVPD", "species": ["C", "H", "H", "H", "C", "C", "N", "C", "C", "C", "O", "N", "C", "H", "C", "C", "C", "C", "O", "N", "C", "C", "C", "C", "C", "C", "H", "C", "C", "C", "C", "C", "C", "H", "H", "H", "C", "H", "H", "H", "H", "H", "H", "H", "H", "H", "C", "H", "H", "H", "H", "H", "H", "H", "O", "C", "H", "H", "H", "H", "H"], "xyz": [[-5.68, -1.03, 3.27], [-4.81, -1.71, 3.56], [-6.40, -0.92, 3.86], [-5.26, -0.06, 3.08], [-6.20, -1.70, 1.66], [-5.16, -1.65, 0.89], [-4.59, -2.75, 0.58], [-3.56, -2.17, -0.57], [-3.65, -0.78, -0.59], [-2.78, 0.05, -1.34], [-2.25, -0.17, -2.27], [-2.89, 1.52, -1.18], [-3.19, 1.92, 0.01], [-3.91, 2.97, -0.13], [-2.02, 2.71, 0.69], [-1.35, 3.66, 0.01], [-0.82, 2.78, -1.34], [0.29, 1.97, -0.96], [1.33, 2.56, -0.41], [0.28, 0.83, -1.47], [1.21, -0.24, -1.54], [0.79, -1.40, -1.76], [1.79, -2.43, -1.75], [2.98, -2.30, -1.07], [3.41, -0.92, -1.02], [2.60, -0.01, -0.89], [2.81, 0.76, -0.54], [4.78, -0.71, -0.21], [4.80, -0.09, 1.06], [6.15, 0.13, 1.60], [7.25, -0.33, 0.93], [7.08, -1.28, -0.26], [5.90, -1.43, -0.69], [5.77, -2.22, -1.62], [7.96, -1.79, -0.56], [8.25, -0.08, 1.46], [6.26, 1.03, 2.58], [6.08, 0.45, 3.91], [7.20, 1.53, 2.83], [5.37, 1.94, 2.84], [4.08, 0.33, 1.53], [3.59, -3.11, -0.90], [1.42, -3.57, -2.14], [-0.12, -1.78, -2.33], [-0.63, 0.53, -2.15], [-0.30, 3.60, -2.12], [-2.02, 2.19, -1.97], [-2.67, 2.96, -2.24], [-1.85, 1.83, -3.02], [-2.06, 4.59, -0.33], [-0.36, 4.13, 0.33], [-1.30, 1.98, 1.08], [-2.16, 3.32, 1.61], [-3.65, 1.32, 0.89], [-4.50, -0.49, 0.45], [-2.58, -3.03, -0.94], [-3.06, -4.19, -1.16], [-2.58, -2.81, -2.13], [-1.62, -3.02, -0.65], [-6.85, -0.85, 1.73], [-6.57, -2.59, 1.81]], "orbital_gap_ev": 8.33, "e_lumo_ev": -0.05, "mol_weight_g_mol": 431.54, "energy_ha": -1397.43700, "de_lowest_ev": 20.6439, "total_charge": 0}